No. 1
Molecular formula: CH3OS2
Method: DFT, the ωB97M-V functional and the def2-TZVPD basis

Summary:
Relative energy (zero: lowest compared OMol25 entry of this formula, charge and spin)   157.9 kJ/mol
Gap between HOMO and LUMO (spin up / spin down)   7.828 / 5.420 eV
Charge   -1
Energy   -911.47129 hartree

Cartesian coordinates (Å):
C: 0.12767 -0.34242 -0.31861
O: -4.33408 -1.32010 -1.08675
S: -4.25049 0.98595 0.71028
S: -3.39913 -0.62976 -0.09115
H: 0.52784 -0.51807 0.73965
H: -0.97181 -0.08069 -0.32285
H: 0.86244 0.10056 -1.04217



No. 2
Molecular formula: C5H7NO
Method: DFT, the ωB97M-V functional and the def2-TZVPD basis

Summary:
Relative energy (zero: lowest compared OMol25 entry of this formula, charge and spin)   766.9 kJ/mol
Gap between HOMO and LUMO (spin up / spin down)   7.454 / 8.078 eV
Energy   -324.43236 hartree

Cartesian coordinates (Å):
C: -1.96939 0.16682 0.26952
C: -0.52005 -0.17787 0.07478
N: 0.09075 -1.20713 0.92208
C: 0.71687 0.08431 0.82855
C: 1.76373 0.19233 -0.29590
C: 1.29846 -0.02206 -1.59178
O: 1.02829 0.19269 -2.70913
H: -2.25844 1.07641 -0.26435
H: -2.16882 0.29884 1.33978
H: -2.63110 -0.62628 -0.10531
H: 0.65582 -1.92216 0.47996
H: 0.73685 0.71600 1.72405
H: 2.77512 -0.14546 -0.05825
H: 0.48191 1.37354 -0.61399



No. 3
Molecular formula: C36H28MnOP2S4Sb
Method: DFT, the ωB97M-V functional and the def2-TZVPD basis

Summary:
Expectation value of S²   1.22
Relative energy (zero: lowest compared OMol25 entry of this formula, charge and spin)   54.3 kJ/mol
Gap between HOMO and LUMO (spin up / spin down)   6.537 / 7.024 eV
Multiplicity   2
Charge   +1
Energy   -5130.35827 hartree

Cartesian coordinates (Å):
Mn: 0.76241 -0.44913 -1.00841
O: -1.97922 1.14345 -2.85400
S: -1.31131 0.97566 -1.56305
C: -0.98555 2.62500 -0.90064
C: -1.81818 3.67601 -1.25007
C: -1.62615 4.91229 -0.65693
C: -0.59251 5.09758 0.25393
C: 0.27965 4.06120 0.54135
C: 0.09413 2.81318 -0.04825
P: 1.35083 1.50209 0.09910
C: 2.76314 2.27980 -0.75294
C: 2.94888 1.98002 -2.10351
C: 3.97854 2.56822 -2.81758
C: 4.82516 3.46877 -2.18722
C: 4.63668 3.78431 -0.84988
C: 3.60852 3.19476 -0.13121
C: 1.75309 1.40268 1.85651
C: 3.03591 1.04914 2.27229
C: 3.29184 0.85223 3.61968
C: 2.27062 0.98084 4.55052
C: 0.98522 1.30177 4.13528
C: 0.72179 1.50621 2.79125
C: -2.58678 0.47010 -0.36033
C: -3.73948 1.21956 -0.20391
C: -4.72774 0.78581 0.66606
C: -4.55938 -0.39582 1.37225
C: -3.41475 -1.15894 1.19711
C: -2.42483 -0.73832 0.31493
P: -0.92966 -1.71497 -0.04201
C: -1.05319 -3.14520 1.05557
C: -1.58992 -4.36107 0.64753
C: -1.67645 -5.40541 1.55587
C: -1.22806 -5.24106 2.85831
C: -0.67390 -4.03279 3.25943
C: -0.57804 -2.98612 2.35858
C: -1.25880 -2.32330 -1.72782
C: -2.53416 -2.48255 -2.26551
C: -2.67588 -2.94037 -3.56549
C: -1.55748 -3.23032 -4.33745
C: -0.28443 -3.05178 -3.81679
C: -0.13650 -2.60193 -2.51385
H: -2.58767 3.52779 -1.99721
H: -2.28419 5.73385 -0.90569
H: -0.44165 6.06469 0.71500
H: 1.11998 4.22329 1.20426
H: 2.27682 1.28530 -2.59630
H: 4.12553 2.32868 -3.86231
H: 5.63172 3.92915 -2.74219
H: 5.29311 4.49281 -0.36183
H: 3.47384 3.43663 0.91532
H: 3.82270 0.91888 1.54069
H: 4.29076 0.59141 3.94314
H: 2.47450 0.82484 5.60152
H: 0.18701 1.39120 4.86051
H: -0.28125 1.75744 2.46321
H: -3.87838 2.13711 -0.75634
H: -5.62560 1.37584 0.78925
H: -5.33270 -0.73401 2.04940
H: -3.29846 -2.09064 1.73468
H: -1.93455 -4.49300 -0.36919
H: -2.09365 -6.35320 1.24200
H: -1.30123 -6.06065 3.56082
H: -0.31048 -3.91299 4.27159
H: -0.13077 -2.04267 2.65365
H: -3.41138 -2.23508 -1.68000
H: -3.66736 -3.06533 -3.98099
H: -1.67577 -3.59924 -5.34738
H: 0.59681 -3.27860 -4.40145
H: 0.87621 -2.55090 -2.09731
S: 3.09501 -3.80724 -3.50432
Sb: 4.24359 -3.31543 -1.65128
S: 3.00140 -1.07638 -0.84350
S: 2.38203 -2.79521 0.10358



No. 4
Molecular formula: C15H22IrN5
Method: DFT, the ωB97M-V functional and the def2-TZVPD basis

Summary:
Expectation value of S²   8.77
Relative energy (zero: lowest compared OMol25 entry of this formula, charge and spin)   0.0 kJ/mol
Gap between HOMO and LUMO (spin up / spin down)   6.759 / 6.270 eV
Multiplicity   6
Charge   +1
Energy   -962.25711 hartree

Cartesian coordinates (Å):
C: -0.87536 1.55623 -3.71196
C: -0.30890 2.86050 -3.35308
C: -0.04175 0.52558 -4.33123
C: -2.29753 1.28865 -3.46752
H: -0.59964 -0.01076 -5.11226
H: 0.30577 -0.23441 -3.60949
H: 0.86136 0.96344 -4.77689
H: -0.81745 3.67457 -3.89801
H: 0.76352 2.90904 -3.58709
H: -0.42638 3.09273 -2.28125
H: -2.93892 1.72773 -4.25430
H: -2.63797 1.70481 -2.50798
H: -2.49773 0.20873 -3.43505
C: 2.55781 -0.42505 0.92510
C: 2.60465 -0.68627 -0.51111
C: 2.10439 0.49703 -1.18680
H: 3.09006 -1.53490 -0.99095
C: 1.64075 1.40559 -0.21781
C: 1.80080 0.80951 1.08727
H: 1.53104 1.27594 2.03405
H: 3.01371 -1.01423 1.70896
H: 2.12056 0.67764 -2.26355
H: 1.24079 2.40311 -0.40550
C: -1.29278 -1.29453 1.32433
C: -0.59934 -2.54456 1.21771
C: -0.34620 -2.79152 -0.17441
H: -0.29461 -3.17768 2.05346
C: -0.90657 -1.69932 -0.93614
C: -1.49437 -0.76421 -0.00436
H: -1.95399 0.19395 -0.24245
H: -1.61994 -0.81127 2.23698
H: 0.16017 -3.65918 -0.59170
H: -0.87900 -1.57831 -2.02083
Ir: 0.65332 -0.91961 0.35446
N: -1.45780 -1.54299 5.55340
N: -0.57901 -0.54136 5.15880
N: 0.72979 -0.61657 5.54167
C: 1.30622 0.13283 4.58835
N: 0.44972 0.56903 3.65119
N: -0.74397 0.05988 3.96144
H: -2.41058 -1.26396 5.35100
H: -1.27819 -1.77648 6.52229
H: 2.36355 0.35062 4.60125